(1)
{"formula": "C3H4Cl2INO", "method": "wB97M-V/def2-TZVPD", "energy_ev": -39855.271, "largest_force_ev_per_a": 5.24, "homo_ev": -8.24, "orbital_gap_ha": 0.32301, "species": ["I", "C", "H", "Cl", "N", "Cl", "C", "O", "H", "H", "C", "H"], "positions_angstrom": [[2.90, -1.57, -0.25], [-0.05, 0.39, -0.16], [-1.89, -1.99, 0.56], [2.33, 0.78, 1.76], [-0.23, 1.26, -0.93], [2.55, 1.40, -1.11], [-1.88, -0.92, 0.40], [-0.50, -0.64, 0.51], [-2.49, -0.23, 1.00], [-0.78, 1.98, -1.25], [2.07, 0.30, 0.11], [-2.04, -0.76, -0.65]]}

---

(2)
{"formula": "C20H70F3N32O18", "method": "wB97M-V/def2-TZVPD", "energy_ev": -114572.797, "largest_force_ev_per_a": 7.70, "charge": -1, "homo_ev": -5.54, "orbital_gap_ha": 0.23450, "species": ["H", "F", "H", "H", "N", "C", "H", "H", "H", "H", "C", "H", "H", "O", "H", "C", "N", "O", "H", "N", "O", "H", "H", "N", "H", "H", "H", "H", "N", "N", "O", "C", "H", "C", "N", "F", "N", "H", "H", "H", "N", "O", "H", "H", "H", "H", "C", "H", "H", "H", "C", "N", "C", "H", "H", "F", "N", "C", "N", "H", "C", "N", "C", "O", "H", "H", "H", "N", "C", "O", "C", "O", "H", "N", "H", "H", "N", "N", "H", "H", "C", "C", "H", "N", "O", "N", "N", "N", "H", "H", "N", "N", "N", "N", "H", "H", "N", "N", "N", "O", "H", "H", "H", "O", "H", "H", "O", "O", "H", "H", "N", "H", "C", "N", "H", "N", "H", "H", "H", "H", "H", "C", "H", "O", "C", "H", "N", "O", "H", "H", "H", "O", "H", "C", "H", "H", "O", "H", "C", "H", "H", "H", "O"], "positions_angstrom": [[5.59, 5.44, 1.23], [0.00, -3.53, 0.56], [-4.49, 4.02, -5.55], [5.64, -5.52, -1.11], [-4.64, 3.13, -5.09], [1.40, -7.95, 2.38], [8.98, 6.11, -0.05], [1.42, -4.31, 5.33], [-1.31, 6.28, -0.25], [7.74, 5.82, -1.32], [7.24, 6.13, 0.63], [-5.54, 2.70, -5.20], [-1.08, 7.90, -6.86], [-3.05, 7.90, 0.25], [-5.15, -6.01, -1.32], [0.23, 0.78, -0.03], [4.10, 0.93, -2.71], [0.99, -0.24, -0.69], [-4.05, -1.02, 3.01], [5.03, -4.90, -1.63], [1.89, -0.53, -7.89], [-0.96, -4.22, -4.58], [1.78, -2.53, -5.57], [1.70, -5.82, 8.05], [2.15, -5.74, 8.95], [4.05, 1.09, -3.70], [3.34, 0.44, -2.24], [5.16, -3.22, -4.06], [-1.23, -1.78, 6.22], [-5.14, -1.83, -1.52], [7.53, 6.38, 1.77], [-0.01, 7.44, -5.36], [-0.83, 6.91, -1.85], [-5.36, 0.24, 3.44], [6.07, 5.72, 0.39], [1.89, -2.74, 0.69], [-6.79, -1.09, -0.51], [3.69, 1.66, 5.71], [-4.13, -2.77, 5.96], [1.95, 2.12, -0.04], [-0.66, 4.81, 5.25], [-1.61, 3.83, 3.57], [4.35, 2.44, 7.19], [-2.92, 4.29, -4.79], [-3.38, -2.34, -5.53], [0.74, 2.45, -1.36], [-2.60, -4.19, -5.57], [-0.62, -1.40, -0.88], [-7.40, -1.22, 0.28], [-3.26, -6.38, 1.24], [1.59, -1.06, -6.87], [-1.57, -4.80, -5.13], [0.64, -2.37, 0.55], [-2.73, -3.57, 5.32], [-0.72, 6.15, -6.72], [0.36, -1.74, 1.74], [0.11, 8.74, -5.17], [-2.48, -1.75, 6.31], [1.39, -5.00, 6.06], [1.03, -5.90, 5.78], [-6.20, -2.13, -0.92], [4.00, 2.46, 6.24], [1.82, -4.71, 7.33], [-3.38, -4.77, -6.27], [-0.60, -1.22, 6.79], [-4.92, -0.86, -1.72], [2.25, -2.89, -7.22], [4.68, -3.81, -3.39], [0.90, 2.18, -0.31], [0.34, 6.60, -4.51], [0.45, -1.57, -0.74], [-6.10, -0.69, 3.75], [2.45, -8.01, 0.59], [-4.19, -0.02, 2.99], [3.65, 2.78, 4.05], [-1.28, 5.60, 5.29], [5.24, 1.19, -0.78], [-0.66, 7.10, -6.39], [-1.43, -5.80, -5.26], [-2.37, 3.65, -3.18], [4.10, 3.66, 5.79], [5.12, 1.44, -2.09], [-3.84, 0.50, 2.19], [1.14, -0.31, -5.86], [-6.52, -3.30, -0.72], [1.56, -7.95, 1.05], [-5.62, 1.55, 3.35], [-3.12, -2.81, 5.86], [0.25, 0.50, 1.02], [-4.51, -5.51, 0.29], [-2.61, -2.95, -5.33], [1.77, -2.30, -6.55], [-3.00, 3.72, -3.97], [-2.35, 8.66, -1.68], [-2.88, 9.50, -1.50], [0.27, 2.74, 5.84], [3.80, 3.64, 4.55], [0.07, -8.07, 2.59], [-4.42, -6.67, -1.53], [2.27, -7.74, 3.19], [-6.56, -0.15, -0.82], [-0.27, 9.35, -5.87], [4.21, -4.42, -1.28], [-4.18, 1.87, -3.32], [6.04, 5.08, -0.39], [0.80, 3.03, 0.36], [-2.53, -7.54, -0.76], [1.01, -2.13, -1.86], [-6.51, 1.94, 3.62], [-0.26, -7.96, 3.53], [-1.39, 6.94, -1.01], [3.32, 4.45, 4.19], [-2.27, 7.81, -0.71], [8.04, 6.13, -0.41], [4.53, 0.53, -0.51], [-0.25, 2.70, 4.97], [-2.10, 8.44, -2.64], [-4.75, -2.56, -2.09], [0.97, -0.62, -4.92], [-0.48, -7.74, 1.81], [-4.95, 2.09, 2.83], [-3.87, 2.77, -4.09], [1.30, 0.68, -6.02], [4.31, 4.58, 6.49], [-0.83, 3.80, 4.48], [-0.06, 4.62, 6.04], [-3.67, -6.06, 0.38], [6.74, -4.64, -3.01], [-0.96, -2.41, 5.48], [-1.73, -2.68, -4.90], [0.68, -7.93, 0.56], [5.98, 2.19, -2.70], [-0.63, 1.86, 4.57], [5.58, -4.35, -2.67], [1.47, -6.61, 7.47], [3.74, -3.62, -3.09], [-3.16, -0.88, 6.88], [-0.84, 0.78, -0.23], [-3.47, -6.75, -0.67], [-4.22, -7.08, -2.43], [0.71, 9.02, -4.41], [6.09, 1.40, -0.27], [2.20, -3.69, 7.88]]}

---

(3)
{"formula": "C32H83F3N7O9Pd", "method": "wB97M-V/def2-TZVPD", "energy_ev": -75001.379, "largest_force_ev_per_a": 4.42, "charge": 1, "multiplicity": 3, "homo_ev": [-10.49, -10.49], "orbital_gap_ha": [0.22838, 0.18692], "species": ["H", "H", "H", "H", "N", "H", "H", "H", "H", "H", "O", "H", "C", "H", "H", "H", "N", "O", "H", "H", "H", "H", "H", "H", "H", "H", "H", "C", "Pd", "O", "C", "N", "C", "H", "C", "F", "H", "C", "H", "C", "N", "H", "H", "C", "H", "C", "H", "O", "C", "H", "C", "C", "O", "H", "H", "C", "C", "H", "O", "H", "H", "H", "H", "F", "H", "H", "H", "H", "H", "C", "C", "C", "H", "H", "H", "N", "H", "H", "H", "H", "N", "H", "C", "H", "H", "C", "H", "C", "C", "H", "H", "F", "H", "H", "O", "H", "C", "C", "O", "H", "H", "H", "C", "H", "C", "H", "H", "H", "H", "H", "H", "H", "H", "C", "C", "H", "H", "O", "H", "H", "H", "C", "C", "H", "H", "C", "H", "C", "N", "H", "H", "C", "H", "H", "H"], "positions_angstrom": [[1.68, -8.03, 5.58], [-4.63, 7.40, -0.96], [1.31, -6.71, 6.66], [2.10, 2.79, -2.74], [-4.10, 4.65, -1.84], [5.48, -4.23, -11.71], [3.45, -2.67, -2.07], [-0.70, 2.47, 5.91], [-4.03, 4.57, -0.84], [1.36, 0.95, 9.84], [0.02, -6.88, 5.14], [1.03, 1.67, -5.07], [-0.97, 3.49, 6.19], [-1.68, 5.42, -1.19], [2.13, -4.99, 4.99], [2.34, -2.35, -0.17], [6.31, -1.82, -11.79], [3.70, 2.65, -4.09], [-4.13, -2.70, -1.58], [-0.40, 3.51, -5.33], [-1.97, 8.68, -2.32], [4.98, 4.29, -3.67], [-5.68, 1.39, 5.45], [5.51, 2.70, -3.18], [1.31, -0.15, 12.12], [1.89, -3.47, -2.12], [6.34, -2.70, -9.31], [1.06, -0.67, 11.20], [-3.09, 1.38, -3.12], [5.50, -0.84, -9.09], [5.43, -2.18, -9.59], [3.20, 0.01, 9.90], [-3.95, -3.86, -4.29], [3.45, -0.97, 9.90], [2.31, -6.36, 3.37], [0.22, -1.54, 2.55], [4.31, -1.48, -11.22], [-0.54, -5.56, 5.47], [-0.74, 8.46, -3.67], [-4.80, -2.31, -2.35], [-3.72, 3.05, 3.20], [2.52, -0.69, -1.08], [0.84, -0.10, 0.53], [0.09, -0.82, 0.21], [-2.42, 7.03, -0.73], [5.16, -2.15, -11.07], [4.15, -5.63, 4.83], [-1.23, 6.81, -2.41], [2.03, -1.66, -0.96], [-4.78, 0.81, 4.01], [-3.62, 5.93, -2.20], [-6.14, -0.70, -1.17], [-0.92, 0.06, -0.24], [-1.00, 3.64, 7.27], [-4.64, 3.91, 4.71], [2.32, -6.06, 4.86], [-5.25, 1.67, 4.49], [-4.72, -4.59, -4.00], [-2.26, 3.68, 5.53], [-3.27, 6.04, -3.23], [-3.57, 2.08, 2.95], [-1.02, -5.74, 6.43], [-0.85, -2.05, 12.51], [-1.51, -2.13, 1.50], [4.29, 3.42, -2.19], [1.42, -1.96, 8.73], [-7.12, -1.00, -1.54], [6.65, -1.01, -11.30], [-5.10, 4.79, -1.90], [-0.20, -1.84, 1.36], [4.64, 3.35, -3.22], [-1.09, -1.08, 12.07], [6.76, -1.44, -7.54], [-5.93, -1.39, -0.35], [-3.87, -3.99, -5.37], [3.66, -6.36, 5.32], [0.13, 4.23, -4.08], [-1.28, -5.32, 4.70], [4.59, -2.62, -9.05], [1.27, -6.31, 3.04], [-3.19, -1.63, -4.03], [4.47, -3.30, -12.79], [2.34, 3.09, -3.76], [-0.29, 4.21, 5.75], [5.09, -1.23, -7.04], [1.59, 3.46, -6.14], [3.80, -3.93, -11.33], [1.71, -0.08, 9.95], [-4.61, 7.13, -2.02], [2.43, 4.18, -3.80], [-3.01, -4.36, -4.05], [0.41, -3.03, 1.09], [-2.78, 3.40, 3.29], [-5.72, -2.89, -2.34], [-5.12, -0.92, -2.13], [1.68, 4.54, -6.08], [1.25, 2.72, -4.86], [1.36, -6.99, 5.61], [0.59, -1.56, -0.94], [1.94, -0.64, 7.79], [4.00, -7.22, 4.92], [1.39, -1.68, 11.42], [-2.24, 6.30, -1.51], [0.90, 3.24, -6.96], [5.87, -0.84, -7.69], [3.38, 0.17, 8.92], [-3.68, 2.67, 6.58], [6.11, 0.19, -7.40], [-6.07, 1.82, 3.78], [2.14, -1.99, -3.08], [-6.30, 0.33, -0.87], [-4.14, 7.94, -2.56], [-5.15, -2.00, -4.42], [1.36, -0.88, 8.69], [-1.54, 8.03, -3.08], [2.76, -7.31, 3.09], [-2.18, -1.14, 11.98], [-0.36, -0.72, 10.93], [0.10, -4.68, 5.46], [2.82, -5.60, 2.78], [-2.67, 1.63, 5.52], [2.38, -2.50, -2.15], [-4.35, -2.42, -3.81], [-1.07, -0.34, 12.88], [-2.88, -1.75, -4.98], [4.70, -3.47, -11.74], [-5.57, 6.76, -2.37], [-4.27, 2.90, 4.55], [-0.02, 3.30, -4.42], [5.82, -1.38, -12.55], [2.58, 3.13, -6.46], [-3.17, 2.60, 5.62], [-2.39, 7.78, -3.72], [-2.54, -2.21, -3.51], [0.34, -0.68, 8.37]]}

---

(4)
{"formula": "C5H10N2O", "method": "wB97M-V/def2-TZVPD", "energy_ev": -10372.350, "largest_force_ev_per_a": 1.83, "homo_ev": -7.73, "orbital_gap_ha": 0.31333, "species": ["H", "C", "N", "H", "H", "H", "H", "C", "H", "N", "O", "H", "C", "H", "H", "H", "C", "C"], "positions_angstrom": [[-1.43, 1.79, -0.11], [0.96, 1.59, 0.40], [-1.39, -0.20, -2.03], [2.31, -0.60, 1.20], [-1.83, 0.73, -1.95], [-1.39, -0.78, 1.06], [-1.29, -0.59, -2.96], [0.49, 0.17, 0.47], [0.82, 2.02, -0.59], [0.92, -2.15, 0.98], [-1.88, 1.05, 0.30], [1.68, -2.80, 0.91], [-0.83, -0.81, -1.00], [0.43, 2.22, 1.12], [0.15, -2.37, 0.37], [2.02, 1.65, 0.65], [-1.04, -0.09, 0.29], [1.30, -0.82, 0.90]]}

---

(5)
{"formula": "C7H13O", "method": "wB97M-V/def2-TZVPD", "energy_ev": -9509.872, "largest_force_ev_per_a": 3.42, "charge": -1, "homo_ev": -1.48, "orbital_gap_ha": 0.11165, "species": ["C", "H", "H", "C", "C", "O", "H", "H", "H", "H", "H", "H", "C", "H", "C", "H", "C", "C", "H", "H", "H"], "positions_angstrom": [[-2.93, -0.22, 0.68], [-0.33, 0.34, 1.65], [3.52, -0.43, -1.45], [3.44, 0.06, -0.47], [-4.10, -0.46, -0.27], [4.53, -0.23, 0.29], [-3.99, 0.24, -1.07], [3.38, 1.17, -0.71], [2.28, -0.48, 1.17], [-1.72, 0.00, -1.11], [0.72, 0.47, -1.30], [-5.13, -0.31, 0.22], [0.88, 0.53, -0.23], [3.31, 0.95, 1.25], [2.11, -0.39, 0.10], [-4.20, -1.44, -0.67], [-1.69, 0.07, 0.02], [-0.45, 0.35, 0.53], [1.27, 1.53, -0.16], [1.89, -1.46, -0.20], [-2.81, -0.31, 1.74]]}

---

(6)
{"formula": "C5H9NO2", "method": "wB97M-V/def2-TZVPD", "energy_ev": -10911.519, "largest_force_ev_per_a": 2.55, "homo_ev": [-7.53, -7.53], "orbital_gap_ha": [0.29532, 0.29546], "species": ["H", "H", "H", "H", "C", "C", "N", "H", "O", "C", "H", "H", "C", "O", "H", "C", "H"], "positions_angstrom": [[-2.24, -0.51, 2.07], [-1.37, 0.03, -2.03], [1.79, -1.24, -0.61], [-0.97, 1.78, -0.61], [-1.89, -0.01, 1.17], [-0.08, 1.22, -0.28], [0.33, -0.91, 1.43], [2.04, -0.49, -2.21], [0.56, 1.57, 0.84], [-0.58, 0.00, 0.88], [-2.62, 0.58, 0.64], [2.40, 0.40, -0.69], [0.33, 0.17, -1.14], [-0.44, -0.20, -2.19], [-0.11, -1.62, 1.99], [1.73, -0.30, -1.18], [1.11, -0.48, 1.90]]}

---

(7)
{"formula": "C27H74N2O11", "method": "wB97M-V/def2-TZVPD", "energy_ev": -54697.662, "largest_force_ev_per_a": 1.96, "homo_ev": -8.46, "orbital_gap_ha": 0.32526, "species": ["H", "H", "O", "C", "H", "H", "H", "H", "C", "H", "O", "C", "H", "H", "H", "H", "H", "H", "H", "H", "C", "O", "H", "C", "H", "O", "H", "H", "N", "H", "H", "H", "C", "H", "H", "O", "H", "H", "H", "H", "H", "C", "C", "C", "H", "H", "C", "H", "H", "C", "H", "H", "H", "H", "H", "H", "H", "C", "H", "H", "H", "H", "H", "O", "H", "H", "O", "H", "H", "O", "C", "C", "H", "H", "H", "H", "H", "C", "H", "H", "H", "C", "H", "C", "O", "H", "H", "H", "H", "C", "H", "H", "C", "C", "N", "C", "H", "O", "H", "C", "C", "H", "C", "H", "H", "C", "H", "H", "C", "O", "C", "H", "H", "H"], "positions_angstrom": [[11.51, 4.94, 20.52], [14.65, 4.44, 17.31], [17.61, 11.54, 18.79], [7.17, 5.59, 19.23], [13.64, 8.53, 19.14], [7.23, 11.66, 18.23], [12.60, 12.91, 18.08], [18.00, 9.85, 19.83], [8.76, 4.10, 17.97], [13.32, 8.75, 17.41], [7.90, 12.48, 16.56], [11.54, 8.58, 18.66], [10.72, 10.85, 15.54], [11.44, 3.40, 21.41], [15.68, 11.87, 12.56], [19.17, 12.08, 20.12], [6.28, 5.15, 18.75], [16.37, 11.71, 16.53], [7.97, 3.54, 17.48], [11.65, 6.76, 17.45], [11.41, 7.09, 18.47], [13.49, 4.18, 18.90], [11.63, 9.32, 15.54], [16.54, 9.46, 18.27], [19.49, 12.03, 18.40], [11.14, 8.91, 19.97], [14.82, 9.95, 14.60], [12.13, 9.93, 21.22], [16.23, 9.59, 16.86], [9.68, 3.51, 18.02], [11.56, 12.23, 21.97], [14.72, 5.00, 23.63], [17.82, 10.16, 18.79], [11.97, 14.35, 17.24], [12.51, 6.39, 21.94], [11.97, 10.67, 14.00], [7.47, 6.48, 18.66], [4.94, 11.07, 17.24], [17.04, 9.30, 16.32], [15.92, 8.09, 21.33], [14.78, 11.74, 14.65], [15.04, 7.74, 21.88], [5.61, 11.77, 16.74], [8.81, 7.81, 21.50], [16.67, 8.39, 18.48], [6.86, 5.96, 20.22], [10.24, 12.11, 19.31], [8.70, 2.98, 20.29], [9.43, 7.04, 21.07], [15.69, 10.86, 16.37], [12.04, 11.62, 13.92], [11.93, 11.53, 23.57], [7.90, 7.38, 21.94], [9.23, 5.31, 19.69], [7.47, 9.97, 15.66], [14.24, 2.71, 17.60], [10.84, 9.13, 18.01], [12.12, 4.04, 20.82], [10.60, 10.87, 22.58], [10.26, 9.31, 19.95], [9.47, 12.19, 20.09], [13.07, 2.34, 19.68], [12.08, 6.57, 19.14], [9.41, 14.11, 18.25], [10.98, 14.06, 19.58], [13.00, 3.81, 16.93], [8.49, 8.76, 20.45], [18.67, 9.82, 18.15], [5.35, 12.80, 17.02], [12.55, 10.41, 21.96], [11.67, 13.37, 17.67], [7.51, 10.11, 16.75], [11.68, 3.15, 18.91], [12.43, 10.81, 16.03], [7.76, 12.32, 15.62], [11.11, 11.60, 19.76], [18.53, 13.36, 19.03], [12.96, 5.53, 22.51], [14.03, 4.68, 21.01], [14.16, 7.76, 21.24], [9.01, 4.97, 17.36], [15.38, 10.85, 14.90], [10.38, 6.78, 18.70], [12.98, 9.03, 18.41], [8.03, 3.67, 20.32], [9.13, 13.57, 17.50], [6.93, 9.30, 17.21], [5.48, 11.65, 15.66], [13.97, 6.58, 24.08], [11.70, 10.38, 15.34], [8.56, 9.95, 17.03], [14.81, 8.41, 22.71], [8.38, 4.69, 19.34], [10.58, 13.50, 18.71], [13.25, 4.40, 21.61], [11.61, 11.30, 22.56], [14.80, 11.03, 17.00], [16.60, 10.98, 14.24], [13.05, 10.11, 18.53], [12.58, 3.32, 19.53], [16.36, 11.06, 12.89], [8.12, 9.52, 20.91], [14.24, 5.91, 23.23], [17.32, 11.14, 12.36], [9.38, 8.30, 22.30], [13.86, 3.74, 17.62], [12.25, 5.26, 23.31], [11.35, 12.77, 16.81], [7.07, 11.51, 17.16], [15.25, 6.42, 22.40], [18.73, 12.29, 19.15], [15.91, 10.09, 12.63], [9.84, 11.45, 18.52], [15.65, 9.79, 18.83]]}

---

(8)
{"formula": "C5H5N3O3", "method": "wB97M-V/def2-TZVPD", "energy_ev": -15871.646, "largest_force_ev_per_a": 12.28, "homo_ev": -8.81, "orbital_gap_ha": 0.32281, "species": ["C", "C", "O", "H", "O", "N", "H", "H", "C", "N", "H", "H", "O", "C", "C", "N"], "positions_angstrom": [[-0.52, 1.81, -2.09], [-0.60, -0.40, -1.33], [0.16, -0.89, 2.82], [0.03, 2.33, -2.73], [-0.95, 0.40, -2.32], [-0.67, -1.63, -1.24], [-0.58, 2.37, 0.05], [1.27, 1.92, -0.58], [-0.15, -1.81, 0.04], [0.68, -0.30, 2.01], [-0.17, -2.48, 0.82], [-1.22, 2.36, -2.15], [1.62, 0.47, 2.11], [0.10, 1.79, -0.63], [0.26, -0.62, 0.70], [-0.09, 0.36, -0.27]]}

---

(9)
{"formula": "C6H8", "method": "wB97M-V/def2-TZVPD", "energy_ev": -6348.071, "largest_force_ev_per_a": 0.48, "homo_ev": -8.09, "orbital_gap_ha": 0.28548, "species": ["H", "C", "H", "H", "C", "C", "C", "C", "H", "H", "H", "H", "H", "C"], "positions_angstrom": [[-1.17, 2.61, 0.75], [0.23, -1.53, 0.61], [0.36, 0.44, -2.16], [0.68, 1.13, 1.78], [-1.19, 1.26, -1.05], [-0.26, 0.11, -1.31], [-0.75, 1.74, 0.26], [0.59, -0.19, -0.06], [0.52, -2.37, -0.03], [-0.85, -1.59, 0.78], [1.67, -0.18, -0.26], [0.74, -1.64, 1.58], [-0.81, -0.76, -1.69], [0.22, 0.97, 0.81]]}